Molecular formula: C5H10O
Method: DFT, wB97M-V/def2-TZVPD

The geometry in XYZ format:
```
16
C5H10O (wB97M-V/def2-TZVPD)
C 0.34 1.78 -0.80
C -0.84 0.80 -0.80
C -0.83 0.04 0.48
O -1.23 -1.27 0.69
C 0.31 -0.75 0.87
C 1.05 -1.82 0.15
H 0.40 2.37 0.13
H 0.26 2.48 -1.63
H 1.30 1.25 -0.90
H -1.79 1.32 -0.86
H -0.75 0.09 -1.62
H -1.18 0.62 1.35
H 0.86 -0.32 1.73
H 0.50 -2.09 -0.74
H 1.00 -2.67 0.84
H 2.11 -1.61 -0.04
```

Results
* E_LUMO: 1.035 eV
* SMILES: CC[C@H]1O[C@H]1C
* 2S+1: 1
* HOMO level: -9.63 eV
* ΔE to the lowest compared entry with this formula, charge and spin: 58.0 kcal per mole

Molecular formula: C5H7NO
Method: DFT, wB97M-V/def2-TZVPD

The geometry in XYZ format:
```
14
C5H7NO (wB97M-V/def2-TZVPD)
C 0.71 -2.27 0.73
N 0.82 -1.34 -0.38
C 0.51 -0.16 -0.07
C 0.60 1.07 -0.89
C -0.14 2.03 -0.31
C -1.49 1.42 -0.14
O -1.77 0.26 0.07
H -0.03 -3.03 0.48
H 1.67 -2.77 0.89
H 0.41 -1.79 1.68
H 0.30 0.15 0.96
H 1.18 1.19 -1.80
H 0.00 3.11 -0.33
H -2.26 2.12 -0.50
```

Results
* E_LUMO: -0.473 eV
* SMILES: C/N=C/C=C\C=O
* 2S+1: 1
* HOMO level: -9.43 eV
* ΔE to the lowest compared entry with this formula, charge and spin: 79.2 kcal per mole

Molecular formula: C5H8O2
Method: DFT, wB97M-V/def2-TZVPD

The geometry in XYZ format:
```
15
C5H8O2 (wB97M-V/def2-TZVPD)
O 1.03 0.98 2.97
C 0.18 0.95 2.14
C -0.04 -0.53 1.32
O 0.84 -1.42 1.84
C 0.45 -0.06 -0.10
C 0.03 -0.66 -1.41
C -0.48 0.72 -1.03
H -0.39 1.87 1.87
H -0.99 -1.10 1.33
H 1.44 -0.95 2.39
H 1.59 0.04 0.04
H -0.62 -1.50 -1.43
H 0.64 -0.57 -2.20
H -0.02 1.49 -1.62
H -1.49 0.70 -0.68
```

Results
* E_LUMO: 1.003 eV
* SMILES: O=C[C@H](O)C1CC1
* 2S+1: 1
* HOMO level: -9.73 eV
* ΔE to the lowest compared entry with this formula, charge and spin: 62.8 kcal per mole

Molecular formula: C31H39N5SY
Method: DFT, wB97M-V/def2-TZVPD

The geometry in XYZ format:
```
77
C31H39N5SY (wB97M-V/def2-TZVPD)
Y 0.01 1.00 0.79
N -1.13 1.11 4.87
N 0.61 2.78 -0.54
C -1.10 -1.33 -0.61
C -2.10 -0.43 -0.14
C -2.47 -0.87 1.21
C -3.64 -0.59 1.88
H -4.37 0.07 1.43
H -3.42 1.33 3.59
H -3.76 -0.95 2.90
C -1.42 -1.79 1.62
C -1.41 -2.39 2.96
H -2.25 -3.08 3.12
H -1.51 -1.60 3.72
H -0.48 -2.94 3.16
C -0.69 -2.16 0.48
C 0.17 -3.36 0.39
H 0.96 -3.36 1.15
H 0.66 -3.43 -0.59
H -0.41 -4.29 0.53
C -2.97 0.45 -0.96
H -3.89 -0.06 -1.26
H -2.46 0.79 -1.87
H -3.26 1.34 -0.39
C -0.82 -1.60 -2.04
H 0.21 -1.91 -2.20
H -0.99 -0.72 -2.67
H -1.47 -2.41 -2.44
C -0.08 1.39 5.63
H -0.03 0.95 6.63
C 0.99 2.22 5.21
H 1.77 2.49 5.93
C 0.96 2.72 3.90
H 1.82 3.27 3.50
C -0.20 2.55 3.11
H -0.42 3.24 2.28
C -1.34 1.86 3.74
C -2.62 1.95 3.20
H -2.71 2.54 2.27
C 0.55 1.69 -1.34
C 0.50 3.94 -1.35
H 0.59 4.94 -0.98
C 0.38 3.53 -2.65
H 0.23 4.10 -3.57
N 0.52 2.13 -2.63
C 0.60 1.27 -3.75
C -0.34 1.36 -4.79
C -0.19 0.51 -5.90
H -0.88 0.56 -6.75
C 0.82 -0.45 -5.93
C 0.94 -1.35 -7.12
H 1.26 -2.36 -6.83
H 1.68 -0.96 -7.83
H -0.02 -1.42 -7.63
C 1.69 -0.58 -4.84
H 2.46 -1.35 -4.84
C 1.59 0.27 -3.74
C 2.54 0.03 -2.61
H 2.84 0.91 -2.02
H 3.46 -0.43 -3.01
H 2.16 -0.71 -1.89
C -1.52 2.28 -4.72
H -1.25 3.34 -4.80
H -2.07 2.13 -3.78
H -2.22 2.06 -5.55
S 2.35 -0.07 1.35
C 2.30 -1.05 2.78
N 1.49 -0.90 3.85
C 1.90 -1.70 4.99
C 3.04 -2.54 4.43
N 3.16 -2.05 3.06
H 0.74 -0.21 3.89
H 1.07 -2.31 5.35
H 2.25 -1.06 5.81
H 2.80 -3.61 4.44
H 3.98 -2.38 4.98
H 3.87 -2.36 2.41
```

Results
* E_LUMO (spin up / spin down): 2.181 / 2.181 eV
* total charge: -1
* 2S+1: 1
* HOMO level (spin up / spin down): -0.82 / -0.82 eV

Molecular formula: C39H104O13
Method: DFT, wB97M-V/def2-TZVPD

The geometry in XYZ format:
```
156
C39H104O13 (wB97M-V/def2-TZVPD)
C 32.07 -1.72 -17.77
C 30.86 -2.65 -18.01
C 31.06 -3.48 -19.28
O 30.82 -3.51 -16.88
H 32.29 -1.03 -18.59
H 33.01 -2.27 -17.72
H 31.96 -1.16 -16.84
H 29.90 -2.13 -18.01
H 31.18 -2.85 -20.16
H 30.16 -4.06 -19.48
H 31.95 -4.10 -19.22
H 31.67 -3.95 -16.84
C 30.05 6.10 -16.53
C 28.98 5.67 -17.63
C 29.15 4.16 -17.96
O 27.71 5.90 -17.07
H 31.05 6.16 -16.95
H 30.06 5.42 -15.68
H 29.86 7.12 -16.21
H 29.08 6.21 -18.57
H 30.08 3.87 -18.45
H 28.37 3.99 -18.71
H 28.89 3.52 -17.12
H 27.57 6.82 -16.87
C 34.13 0.85 -24.52
C 32.75 0.62 -25.18
C 31.65 1.30 -24.48
O 32.89 1.20 -26.46
H 34.13 0.52 -23.49
H 34.22 1.94 -24.50
H 34.95 0.38 -25.05
H 32.61 -0.46 -25.11
H 31.75 2.37 -24.29
H 31.67 0.96 -23.44
H 30.65 1.14 -24.88
H 32.13 0.89 -26.97
C 28.31 -5.05 -22.34
C 27.49 -5.71 -23.48
C 28.43 -6.20 -24.61
O 26.76 -6.81 -22.94
H 29.07 -5.69 -21.89
H 27.67 -4.73 -21.51
H 28.87 -4.18 -22.68
H 26.81 -4.95 -23.89
H 29.08 -5.41 -24.98
H 27.88 -6.56 -25.47
H 29.16 -6.92 -24.24
H 26.25 -7.17 -23.67
C 29.06 0.71 -18.92
C 29.52 0.06 -20.22
C 28.66 -1.07 -20.69
O 29.66 0.99 -21.22
H 29.21 0.07 -18.05
H 28.03 1.02 -19.03
H 29.62 1.62 -18.68
H 30.51 -0.37 -20.08
H 29.04 -1.44 -21.65
H 27.61 -0.83 -20.85
H 28.62 -1.96 -20.07
H 30.33 1.59 -20.89
C 30.92 4.12 -21.81
C 32.14 3.66 -21.02
C 32.81 4.79 -20.26
O 31.71 2.68 -20.09
H 30.19 4.63 -21.19
H 30.37 3.23 -22.12
H 31.28 4.75 -22.62
H 32.90 3.15 -21.62
H 33.79 4.56 -19.82
H 32.15 5.21 -19.50
H 32.86 5.53 -21.06
H 32.37 2.53 -19.41
C 26.14 1.63 -22.55
C 27.10 1.93 -23.70
C 27.68 3.36 -23.60
O 28.17 1.02 -23.53
H 26.67 1.62 -21.60
H 25.75 0.61 -22.58
H 25.37 2.41 -22.57
H 26.62 1.81 -24.68
H 27.92 3.49 -22.55
H 26.83 4.00 -23.83
H 28.63 3.48 -24.11
H 28.49 1.10 -22.63
C 29.71 0.27 -15.26
C 30.28 0.67 -13.89
C 31.60 -0.04 -13.56
O 30.23 2.07 -13.78
H 30.17 0.86 -16.05
H 28.63 0.41 -15.31
H 29.89 -0.76 -15.56
H 29.53 0.29 -13.20
H 31.72 -0.20 -12.49
H 32.51 0.39 -13.99
H 31.61 -1.03 -14.02
H 29.40 2.35 -14.18
C 31.71 -3.71 -23.28
C 32.92 -4.33 -22.44
C 32.56 -5.67 -21.77
O 34.11 -4.43 -23.15
H 31.20 -4.45 -23.91
H 32.01 -2.81 -23.82
H 30.92 -3.31 -22.65
H 33.35 -3.68 -21.68
H 33.20 -5.77 -20.89
H 32.88 -6.43 -22.49
H 31.51 -5.78 -21.48
H 34.54 -5.13 -22.65
C 29.37 -2.03 -24.98
C 28.21 -1.50 -25.83
C 26.90 -1.79 -25.13
O 28.36 -0.11 -25.95
H 30.33 -1.94 -25.49
H 29.16 -3.08 -24.78
H 29.46 -1.51 -24.02
H 28.15 -1.99 -26.80
H 26.60 -2.84 -25.08
H 26.09 -1.30 -25.66
H 26.93 -1.43 -24.11
H 28.31 0.31 -25.09
C 24.60 -2.86 -22.26
C 23.28 -3.26 -21.60
C 22.42 -4.20 -22.48
O 23.52 -3.83 -20.35
H 25.18 -3.76 -22.48
H 25.09 -2.19 -21.56
H 24.45 -2.32 -23.20
H 22.71 -2.38 -21.34
H 22.52 -5.28 -22.34
H 22.57 -3.99 -23.54
H 21.36 -4.05 -22.28
H 24.07 -4.60 -20.50
C 25.76 3.96 -14.61
C 26.66 2.79 -14.90
C 26.56 2.28 -16.30
O 27.97 3.39 -14.78
H 24.78 3.63 -14.26
H 25.72 4.64 -15.46
H 26.13 4.53 -13.75
H 26.59 1.98 -14.17
H 27.35 1.58 -16.59
H 26.54 3.04 -17.08
H 25.61 1.74 -16.40
H 27.98 4.20 -15.29
C 26.34 -3.20 -18.66
C 25.19 -3.10 -17.65
C 24.84 -4.42 -17.07
O 25.63 -2.27 -16.60
H 27.31 -3.43 -18.21
H 26.46 -2.20 -19.10
H 26.19 -3.89 -19.49
H 24.32 -2.73 -18.19
H 24.25 -5.01 -17.77
H 24.18 -4.28 -16.21
H 25.75 -4.90 -16.71
H 26.40 -2.75 -16.28
```

Results
* E_LUMO: 0.279 eV
* 2S+1: 1
* HOMO level: -9.40 eV
* ΔE to the lowest compared entry with this formula, charge and spin: 77.5 kcal per mole

Molecular formula: CH3NS3
Method: DFT, wB97M-V/def2-TZVPD

The geometry in XYZ format:
```
8
CH3NS3 (wB97M-V/def2-TZVPD)
C 0.20 0.12 0.08
N 0.05 1.21 -0.60
S -1.45 -0.96 0.37
S 1.62 -0.31 0.97
S -1.24 1.83 -1.40
H 0.78 1.90 -0.57
H 1.10 -1.59 1.14
H -1.06 -2.20 0.01
```

Results
* E_LUMO: -0.227 eV
* 2S+1: 1
* HOMO level: -7.78 eV
* ΔE to the lowest compared entry with this formula, charge and spin: 34.4 kcal per mole